Version 1
{
  "formula": "C22H29F9NO4S2",
  "method": "the ωB97M-V functional and the def2-TZVPD basis",
  "elements": ["C", "C", "C", "C", "C", "C", "C", "O", "C", "C", "C", "C", "C", "C", "F", "F", "C", "F", "F", "S", "F", "F", "F", "F", "F", "C", "C", "C", "S", "C", "O", "N", "C", "O", "H", "H", "H", "H", "H", "H", "H", "H", "H", "H", "H", "H", "H", "H", "H", "H", "H", "H", "H", "H", "H", "H", "C", "C", "C", "O", "H", "H", "H", "H", "H", "H", "H"],
  "coordinates": [[5.600, 2.087, 1.306], [5.662, 0.909, 0.253], [7.084, 0.208, 0.448], [4.498, -0.143, 0.378], [3.093, 0.591, 0.212], [2.416, 0.706, 1.637], [2.172, -0.007, -0.904], [1.740, -1.359, -0.669], [0.566, -1.434, 0.046], [-0.662, -0.709, -0.246], [-1.887, -0.770, 0.553], [-3.179, 0.041, 0.264], [-3.101, 1.031, -0.947], [-2.414, 2.424, -0.617], [-1.042, 2.273, -0.538], [-2.612, 3.157, -1.803], [-3.109, 3.268, 0.516], [-3.294, 4.554, 0.039], [-4.391, 2.802, 0.712], [-2.261, 3.417, 2.178], [-3.609, 2.827, 2.935], [-2.917, 4.924, 2.359], [-0.933, 4.107, 1.561], [-1.655, 1.918, 2.162], [-1.603, 3.613, 3.656], [-1.835, -1.683, 1.707], [-0.628, -2.450, 2.050], [0.560, -2.323, 1.235], [2.106, -3.210, 1.647], [-0.899, -3.273, 3.342], [-0.149, -4.034, 3.890], [-2.210, -2.849, 3.698], [-2.927, -2.025, 2.747], [-4.094, -1.759, 2.809], [6.628, 2.256, 1.732], [5.296, 3.052, 0.808], [4.902, 1.918, 2.161], [5.562, 1.369, -0.772], [7.175, 0.038, 1.557], [7.194, -0.726, -0.152], [7.846, 0.994, 0.192], [4.558, -0.936, -0.410], [4.493, -0.641, 1.388], [3.330, 1.650, -0.108], [1.301, 0.838, 1.492], [2.790, 1.547, 2.266], [2.514, -0.289, 2.162], [2.793, -0.039, -1.847], [1.352, 0.726, -1.106], [-0.668, -0.052, -1.152], [-3.530, 0.536, 1.214], [-3.991, -0.706, 0.024], [-4.129, 1.254, -1.318], [-2.533, 0.571, -1.813], [1.674, -4.493, 1.862], [-2.803, -3.596, 4.080], [-4.334, -2.371, -4.045], [-3.388, -1.362, -4.729], [-2.101, -2.101, -5.153], [-3.058, -0.411, -3.833], [-3.881, -2.819, -3.155], [-5.271, -1.892, -3.745], [-4.591, -3.192, -4.732], [-3.893, -1.064, -5.675], [-1.580, -2.541, -4.297], [-1.407, -1.425, -5.662], [-2.334, -2.919, -5.852]],
  "orbital_gap_ev": 4.61,
  "multiplicity": 1,
  "total_charge": -1
}

=====

Version 2
{
  "formula": "C22H29F9NO4S2",
  "method": "the ωB97M-V functional and the def2-TZVPD basis",
  "elements": ["C", "C", "C", "C", "C", "C", "C", "O", "C", "C", "C", "C", "C", "C", "F", "F", "C", "F", "F", "S", "F", "F", "F", "F", "F", "C", "C", "C", "S", "C", "O", "N", "C", "O", "H", "H", "H", "H", "H", "H", "H", "H", "H", "H", "H", "H", "H", "H", "H", "H", "H", "H", "H", "H", "H", "H", "C", "C", "C", "O", "H", "H", "H", "H", "H", "H", "H"],
  "coordinates": [[-3.045, -4.517, 3.095], [-3.980, -3.219, 2.942], [-5.009, -3.255, 4.209], [-3.190, -1.823, 2.886], [-2.159, -1.846, 1.644], [-0.677, -2.045, 2.232], [-2.320, -0.634, 0.613], [-2.041, 0.679, 1.161], [-0.677, 1.040, 1.041], [0.184, 0.970, -0.240], [1.697, 1.330, -0.334], [2.589, 1.210, -1.647], [1.851, 0.616, -2.929], [1.758, -1.009, -2.958], [0.752, -1.449, -2.062], [1.198, -1.267, -4.274], [3.152, -1.766, -2.936], [3.144, -2.728, -4.006], [4.196, -0.852, -3.306], [3.672, -2.667, -1.396], [5.113, -1.766, -1.361], [4.498, -3.789, -2.366], [2.369, -3.693, -1.388], [3.008, -1.580, -0.339], [4.258, -3.504, -0.077], [2.338, 1.844, 1.007], [1.532, 1.948, 2.329], [0.044, 1.544, 2.350], [-0.954, 1.598, 3.923], [2.500, 2.455, 3.484], [2.193, 2.685, 4.673], [3.789, 2.518, 2.787], [3.818, 2.328, 1.310], [4.799, 2.560, 0.571], [-3.498, -5.216, 3.891], [-3.016, -5.117, 2.107], [-1.967, -4.305, 3.396], [-4.538, -3.313, 1.935], [-4.336, -3.441, 5.127], [-5.643, -2.312, 4.293], [-5.628, -4.214, 4.070], [-3.888, -0.932, 2.736], [-2.567, -1.642, 3.839], [-2.400, -2.811, 1.047], [0.079, -1.658, 1.443], [-0.403, -3.119, 2.495], [-0.544, -1.330, 3.132], [-3.435, -0.619, 0.302], [-1.739, -0.901, -0.332], [-0.337, 0.620, -1.206], [3.572, 0.655, -1.395], [2.930, 2.281, -1.925], [2.402, 0.936, -3.873], [0.769, 1.027, -3.014], [-0.681, 2.857, 4.443], [4.377, 3.327, 3.075], [0.227, 4.897, -4.220], [-0.786, 3.816, -4.644], [-2.114, 4.052, -3.897], [-0.305, 2.623, -4.273], [0.428, 4.877, -3.142], [1.181, 4.776, -4.744], [-0.155, 5.899, -4.462], [-1.003, 4.008, -5.713], [-1.992, 4.004, -2.809], [-2.870, 3.314, -4.185], [-2.519, 5.045, -4.136]],
  "orbital_gap_ev": 3.77,
  "multiplicity": 1,
  "total_charge": -1
}

=====

The structure with the most favorable energy is version 1; the runner-up is 5.562 eV above it.

=====

Version 1
{
  "formula": "C3H6N2O2S",
  "method": "the ωB97M-V functional and the def2-TZVPD basis",
  "elements": ["C", "C", "C", "H", "H", "H", "H", "H", "H", "N", "N", "O", "O", "S"],
  "coordinates": [[-0.373, -0.820, 0.555], [0.787, -0.253, -0.100], [-0.729, 2.221, -0.145], [-1.455, -2.348, -0.595], [-2.396, -1.043, 0.004], [-0.915, -0.107, 1.305], [-0.098, -1.744, 1.124], [-1.142, 2.903, -0.882], [3.742, -0.223, -0.190], [-1.551, -1.185, -0.444], [1.906, -0.739, 0.009], [-1.168, 2.037, 0.911], [2.783, 0.146, -0.527], [0.609, 1.155, -1.026]],
  "orbital_gap_ev": 9.69,
  "multiplicity": 1,
  "total_charge": 0
}

=====

Version 2
{
  "formula": "C3H6N2O2S",
  "method": "the ωB97M-V functional and the def2-TZVPD basis",
  "elements": ["C", "C", "C", "H", "H", "H", "H", "H", "H", "N", "N", "O", "O", "S"],
  "coordinates": [[-2.285, 0.714, -0.118], [0.932, 0.327, 0.138], [2.064, -0.763, 0.329], [-3.680, -0.713, -0.488], [-2.044, -1.099, -0.784], [-3.054, 1.564, -0.166], [2.504, -0.590, 1.549], [1.536, -1.825, 0.234], [3.567, 0.477, -0.336], [-2.662, -0.540, -0.261], [-1.197, 1.109, 0.225], [-0.267, 0.007, 0.325], [3.196, -0.473, -0.538], [1.390, 1.804, -0.109]],
  "orbital_gap_ev": 8.71,
  "multiplicity": 1,
  "total_charge": 0
}

=====

The structure with the most favorable energy is version 1; the runner-up is 0.130 eV above it.

=====

Version 1
{
  "formula": "C3H6N2O2S",
  "method": "the ωB97M-V functional and the def2-TZVPD basis",
  "elements": ["C", "C", "C", "H", "H", "H", "H", "H", "H", "N", "N", "O", "O", "S"],
  "coordinates": [[2.547, -0.600, 0.618], [0.285, -0.056, -0.119], [-0.969, -0.662, -0.341], [2.802, 0.174, 1.439], [2.933, -1.665, 0.914], [3.140, -0.176, -0.241], [-2.862, -0.839, 0.417], [-0.588, 0.616, 1.547], [-1.729, 1.784, 0.455], [-2.038, -0.182, 0.219], [-1.835, 0.907, 1.104], [1.165, -0.872, 0.359], [-0.931, -1.755, -0.876], [0.648, 1.497, -0.663]],
  "orbital_gap_ev": 8.46,
  "multiplicity": 1,
  "total_charge": 0
}

=====

Version 2
{
  "formula": "C3H6N2O2S",
  "method": "the ωB97M-V functional and the def2-TZVPD basis",
  "elements": ["C", "C", "C", "H", "H", "H", "H", "H", "H", "N", "N", "O", "O", "S"],
  "coordinates": [[0.066, 1.224, -0.180], [1.473, 0.789, 0.321], [-0.721, -1.208, -0.003], [-2.677, -0.222, -0.348], [0.155, 1.508, -1.205], [-0.288, 2.092, 0.376], [2.265, 1.504, 0.183], [1.460, 0.632, 1.393], [0.568, -2.707, 0.192], [-0.881, 0.187, -0.062], [0.558, -1.706, 0.091], [-2.188, 0.628, -0.315], [-1.737, -1.919, -0.026], [1.948, -0.802, -0.417]],
  "orbital_gap_ev": 9.36,
  "multiplicity": 1,
  "total_charge": 0
}

=====

Version 3
{
  "formula": "C3H6N2O2S",
  "method": "the ωB97M-V functional and the def2-TZVPD basis",
  "elements": ["C", "C", "C", "N", "N", "O", "O", "S", "H", "H", "H", "H", "H", "H"],
  "coordinates": [[-0.593, 0.822, -0.157], [-1.305, -0.212, 0.811], [0.699, 0.017, -0.544], [-1.086, -1.524, 0.295], [1.969, 0.542, -0.054], [2.955, -0.205, -0.107], [2.006, 1.617, 0.523], [0.561, -1.606, -0.042], [-1.098, 0.877, -1.080], [-0.507, 1.808, 0.199], [-0.768, -0.307, 1.773], [-2.379, -0.083, 1.093], [1.080, 0.062, -2.158], [-1.535, -1.806, -0.551]],
  "orbital_gap_ev": 8.45,
  "multiplicity": 1,
  "total_charge": 0
}

=====

The structure with the most favorable energy is version 2; the runner-up is 2.454 eV above it.

=====

Version 1
{
  "formula": "C3H5NOS2",
  "method": "the ωB97M-V functional and the def2-TZVPD basis",
  "elements": ["C", "C", "C", "H", "H", "H", "H", "H", "N", "O", "S", "S"],
  "coordinates": [[-1.653, -0.389, 0.567], [0.372, 1.351, -0.503], [1.709, -0.679, -0.316], [-1.653, 0.691, 0.184], [-1.167, -0.410, 1.664], [-2.695, -1.028, 0.880], [1.385, 1.507, -0.102], [1.454, -1.654, 0.058], [0.461, -0.129, -0.553], [-0.588, 2.074, -0.668], [-0.817, -1.155, -0.950], [3.191, -0.179, -0.262]],
  "orbital_gap_ev": 8.78,
  "multiplicity": 1,
  "total_charge": 0
}

=====

Version 2
{
  "formula": "C3H5NOS2",
  "method": "the ωB97M-V functional and the def2-TZVPD basis",
  "elements": ["C", "C", "C", "H", "H", "H", "H", "H", "N", "O", "S", "S"],
  "coordinates": [[-2.199, 0.089, -0.150], [-0.706, 0.292, -0.055], [1.267, -1.213, -0.107], [-2.452, -1.387, 1.061], [-2.576, 0.378, -1.108], [-2.670, 0.820, 0.593], [-0.653, -1.778, -0.139], [1.389, -2.253, -0.224], [-0.079, -0.943, -0.085], [-2.622, -1.241, 0.110], [-0.148, 1.826, 0.027], [2.543, -0.217, 0.061]],
  "orbital_gap_ev": 7.42,
  "multiplicity": 1,
  "total_charge": 0
}

=====

The structure with the most favorable energy is version 2; the runner-up is 1.896 eV above it.

=====

Version 1
{
  "formula": "C3H5NOS2",
  "method": "the ωB97M-V functional and the def2-TZVPD basis",
  "elements": ["C", "C", "C", "H", "H", "H", "H", "H", "N", "O", "S", "S"],
  "coordinates": [[-1.113, -0.148, 0.732], [0.237, 0.064, 0.183], [0.671, 1.381, -0.316], [-2.079, -1.440, -1.031], [-1.226, -1.036, 1.361], [-1.439, 0.713, 1.313], [1.615, 1.349, -0.868], [2.704, -1.617, -0.444], [0.966, -1.007, 0.138], [2.224, -0.782, -0.460], [-2.439, -0.254, -0.490], [-0.121, 2.778, -0.118]],
  "orbital_gap_ev": 7.78,
  "multiplicity": 1,
  "total_charge": 0
}

=====

Version 2
{
  "formula": "C3H5NOS2",
  "method": "the ωB97M-V functional and the def2-TZVPD basis",
  "elements": ["C", "C", "C", "H", "H", "H", "H", "H", "N", "O", "S", "S"],
  "coordinates": [[2.531, -1.029, 0.098], [0.103, 0.434, -0.002], [-2.200, -0.514, -0.078], [2.914, -0.510, -0.748], [2.861, -0.514, 1.012], [2.932, -2.022, 0.186], [-1.633, 1.409, 0.084], [-1.855, -1.533, -0.417], [-1.247, 0.494, 0.045], [-3.362, -0.312, 0.106], [0.762, -1.226, -0.056], [0.976, 1.780, -0.030]],
  "orbital_gap_ev": 8.96,
  "multiplicity": 1,
  "total_charge": 0
}

=====

The structure with the most favorable energy is version 2; the runner-up is 2.405 eV above it.

=====

Version 1
{
  "formula": "C3H5NOS2",
  "method": "the ωB97M-V functional and the def2-TZVPD basis",
  "elements": ["C", "C", "C", "H", "H", "H", "H", "H", "N", "O", "S", "S"],
  "coordinates": [[0.100, 1.526, 0.066], [-0.168, -0.941, 0.002], [1.354, -1.149, 0.388], [0.476, 1.961, -0.848], [0.957, 1.194, 0.629], [-0.581, 2.337, 0.405], [-2.454, -0.589, -0.307], [1.301, -1.844, 1.236], [-0.661, 0.292, -0.236], [-1.942, 0.403, -0.563], [-1.028, -2.412, -0.248], [2.646, -0.780, -0.524]],
  "orbital_gap_ev": 7.63,
  "multiplicity": 1,
  "total_charge": 0
}

=====

Version 2
{
  "formula": "C3H5NOS2",
  "method": "the ωB97M-V functional and the def2-TZVPD basis",
  "elements": ["C", "C", "C", "H", "H", "H", "H", "H", "N", "O", "S", "S"],
  "coordinates": [[0.030, -0.731, 1.703], [0.569, -0.236, 0.447], [-1.113, 1.717, -0.710], [-0.188, -1.930, 1.547], [0.996, -0.718, 2.435], [-0.849, 0.002, 2.088], [-1.601, 0.801, -0.889], [1.200, -1.663, -2.942], [0.825, -1.119, -0.485], [-1.659, 2.713, -1.228], [0.519, 1.654, 0.039], [1.272, -0.491, -2.004]],
  "orbital_gap_ev": 9.48,
  "multiplicity": 1,
  "total_charge": 0
}

=====

The structure with the most favorable energy is version 2; the runner-up is 0.650 eV above it.